(1)
Entry from the OMol25 dataset: C18H27EuN2O4P2S2 as an isolated structure in a non-equilibrium geometry (wB97M-V/def2-TZVPD).

- energy above the lowest of the compared OMol25 structures with the same formula, charge and spin (kJ/mol) = 54.6
- spin multiplicity = 7
- LUMO level (spin up / spin down) (eV) = -7.4 / -7.3
- E_tot (eV) = -89831.965
- net charge = +2
- HOMO (spin up / spin down) (eV) = -12.250 / -13.463
- Kohn-Sham gap (spin up / spin down) (Ha) = 0.1793 / 0.2250

```
56
Properties=species:S:1:pos:R:3:forces:R:3
Eu 0.8815 -1.7105 -0.7743 -1.52 1.76 -1.03
P -2.5496 0.0293 -1.1074 0.70 0.25 -0.88
C -2.2026 1.2367 -2.4469 0.65 -1.73 -1.03
C -1.0466 2.0668 -2.4307 0.12 -0.87 -0.87
N 0.0386 1.7160 -1.6390 -0.74 0.33 0.08
C 0.9493 2.6605 -1.4636 -0.43 0.91 -0.46
C 0.7961 3.9214 -2.0423 0.39 0.39 0.08
C -0.1965 4.1968 -2.9730 0.24 -0.11 -0.23
C -1.0755 3.1969 -3.3054 -0.13 -0.63 1.18
C 2.1312 2.5234 -0.5517 0.60 -0.68 0.82
P 2.7244 0.7823 -0.1930 0.39 1.07 -0.73
H -1.8701 3.2891 -4.0552 0.36 0.06 0.47
H 1.5130 4.6705 -1.7413 -0.03 0.26 -0.20
H -0.2918 5.1588 -3.4397 0.24 0.32 -0.12
H 2.9987 3.0936 -0.9337 -0.38 -0.31 0.06
H 1.9111 2.9771 0.4284 -0.18 -0.12 -0.25
H -0.9494 -0.9929 -4.4571 -0.25 0.20 0.07
H -2.6514 1.1167 -3.4537 -0.26 0.37 0.82
H 3.4366 -3.9321 -3.2709 0.10 2.31 -0.07
O -0.5534 -1.5431 -3.7741 1.89 -0.55 -0.11
H 0.3169 -1.7899 -4.1879 -1.23 0.21 0.34
H 1.8779 -2.8804 1.1666 1.19 0.75 0.93
O 3.4321 -2.9121 -3.1952 -0.67 -2.17 1.10
H 3.4562 -2.7840 -2.2226 0.57 -0.15 -0.86
C 3.9414 0.6486 -1.5669 -0.06 -0.38 -0.14
H 4.7960 1.3218 -1.4101 -0.27 -0.20 -0.09
H 4.3051 -0.3881 -1.6238 0.13 0.32 -0.17
H 3.4441 0.9056 -2.5129 0.18 -0.14 0.17
C 3.8796 1.0536 1.2189 -0.17 -0.26 0.34
H 4.0428 0.0927 1.7222 0.15 0.25 -0.04
H 4.8576 1.4365 0.9009 -0.35 -0.02 -0.04
H 3.4536 1.7400 1.9621 0.03 -0.16 -0.20
C -3.6780 1.2285 -0.3302 -0.38 0.49 0.50
H -4.5384 1.3493 -0.9909 -0.03 0.01 0.05
H -4.0359 1.0123 0.6726 0.09 -0.31 0.05
H -3.1658 2.1965 -0.3049 -0.04 -0.18 0.11
C -3.6799 -1.2363 -1.8392 0.08 0.14 0.19
H -3.7512 -2.0443 -1.0975 -0.11 0.19 -0.23
H -4.6810 -0.8268 -2.0123 0.18 -0.14 -0.10
H -3.2649 -1.6625 -2.7631 -0.10 0.20 0.24
O -2.5407 -3.7975 1.5472 0.76 1.14 0.44
S -2.1032 -2.4657 1.8788 -1.41 0.49 -0.96
O -2.8873 -1.3284 1.4137 1.23 -1.56 1.06
N -0.4727 -2.2275 1.2943 0.90 -0.46 1.29
C 0.3453 -2.1514 2.3293 -1.58 0.27 -1.88
S 2.0412 -1.7794 2.0300 -0.13 -1.98 -0.79
C -0.2020 -2.2106 3.6326 -0.61 1.09 0.53
C 0.4661 -1.7705 4.7626 0.20 -0.13 0.24
C -0.2571 -1.4415 5.8986 -0.36 -0.06 0.30
C -1.6601 -1.5374 5.9004 0.53 -0.15 -0.31
C -2.3313 -1.9282 4.7198 -0.19 -0.32 -0.15
C -1.5940 -2.2481 3.5750 -0.38 0.22 1.34
H 1.5456 -1.6592 4.7146 -0.08 -0.06 0.25
H 0.2738 -1.1033 6.7871 -0.21 -0.06 -0.19
H -2.2079 -1.2861 6.8261 0.21 -0.19 -0.79
H -3.4175 -1.9835 4.7287 0.18 0.09 -0.14
```
Positions in Å, forces in eV/Å.

(2)
Entry from the OMol25 dataset: a 3-piece molecular cluster, C18H27F16NO4 overall (wB97M-V/def2-TZVPD).

- structure (SMILES) = FC(F)C(F)(F)COC(F)(F)C(F)F.FC(F)C(F)(F)COC(F)(F)C(F)F.COCCCCNCCOC
- spin multiplicity = 1
- LUMO level (eV) = 0.3
- E_tot (eV) = -72262.154
- HOMO (eV) = -8.722
- Kohn-Sham gap (Ha) = 0.3308

```
66
Properties=species:S:1:pos:R:3:forces:R:3
C -4.5267 -2.7908 0.4128 0.14 -0.13 -0.31
O -4.3591 -3.3424 -0.8749 0.01 -0.17 0.13
C -4.0841 -2.4237 -1.9094 -0.10 -0.05 -0.22
C -2.6128 -2.2378 -2.1966 0.10 -0.38 0.37
C -1.7120 -1.8601 -1.0368 -0.04 0.27 -0.22
C -1.7721 -0.4086 -0.6018 0.51 0.08 -0.30
N -1.7232 0.5219 -1.7271 -0.13 0.47 0.09
C -2.4209 1.7781 -1.4484 -0.03 -0.52 -0.36
C -3.8872 1.6194 -1.7983 0.05 0.18 0.52
O -4.7099 2.6126 -1.2226 0.01 0.17 -0.27
C -5.0151 2.4038 0.1333 -0.08 0.07 0.00
H -3.8648 -3.2890 1.1003 0.30 -0.32 0.38
H -4.2694 -1.7427 0.4335 -0.03 0.50 -0.01
H -5.5444 -2.9243 0.7577 -0.35 0.02 0.04
H -4.6018 -1.4872 -1.7441 -0.13 0.42 0.29
H -4.5275 -2.8414 -2.8032 -0.23 -0.16 -0.30
H -2.2584 -3.1878 -2.5727 0.15 -0.37 -0.21
H -2.4892 -1.5146 -2.9880 -0.04 0.29 -0.31
H -0.6940 -2.0620 -1.3438 0.40 -0.07 -0.14
H -1.8790 -2.4940 -0.1804 -0.15 -0.33 0.37
H -2.6427 -0.1941 -0.0002 -0.52 0.01 0.09
H -0.9194 -0.2393 0.0517 0.19 0.11 0.41
H -0.7660 0.7649 -1.9379 -0.11 -0.31 -0.03
H -2.0061 2.5302 -2.1010 0.25 0.47 0.01
H -2.3171 2.0857 -0.4095 0.07 0.23 0.29
H -3.9963 1.6933 -2.8663 -0.19 -0.08 -0.44
H -4.2036 0.6346 -1.4697 -0.25 -0.33 -0.02
H -4.7104 3.2546 0.7298 0.15 0.27 0.13
H -4.5334 1.5218 0.5344 0.25 -0.34 0.11
H -6.0830 2.2754 0.2568 -0.38 -0.04 -0.02
C 3.4080 -2.1924 4.1038 0.62 0.19 0.41
C 3.4211 -2.1484 2.5695 -0.28 -0.37 0.05
C 2.7723 -0.9453 1.8836 0.10 0.20 -0.09
F 1.4515 -0.8680 2.1465 0.21 -0.03 -0.18
F 2.9423 -1.0823 0.5395 -0.16 0.00 0.16
F 2.9094 -3.2890 2.0635 0.04 0.06 0.01
F 4.7373 -2.0894 2.2128 0.05 0.10 0.00
O 2.4164 -2.9626 4.7383 -0.25 -0.18 -0.47
C 1.1903 -2.4363 5.0193 0.15 0.13 0.24
C 0.0779 -3.1669 4.2688 -0.19 -0.04 -0.06
F 0.2856 -3.0996 2.9380 -0.09 -0.01 0.10
F -1.0939 -2.5568 4.5569 -0.03 -0.07 -0.07
F 1.1447 -1.1071 4.7921 -0.06 -0.13 0.07
F 0.9575 -2.6358 6.3358 -0.02 0.11 0.03
H 4.3363 -2.6950 4.3663 0.04 -0.04 -0.04
H 3.4673 -1.1911 4.5312 -0.09 0.08 -0.17
H 3.2586 -0.0164 2.1967 -0.03 -0.02 0.02
H 0.0378 -4.2128 4.5791 -0.01 0.02 0.00
C 3.0719 1.6326 -1.1162 -0.08 -0.64 0.31
C 2.1141 1.8552 -2.2939 -0.06 0.36 0.03
C 2.7269 1.8031 -3.6928 -0.05 0.02 -0.21
F 3.6615 2.7663 -3.8415 -0.24 -0.22 -0.24
F 1.7418 2.0138 -4.5961 0.12 0.02 0.02
F 1.4346 3.0067 -2.1233 -0.04 -0.10 -0.02
F 1.1900 0.8413 -2.2886 0.40 -0.11 0.18
O 3.5556 2.7884 -0.4723 -0.18 0.32 -0.21
C 4.6471 3.4545 -0.9481 0.18 -0.17 0.07
C 4.2845 4.8732 -1.3935 0.01 0.17 -0.08
F 3.3382 4.8342 -2.3528 0.15 0.17 0.12
F 5.3923 5.4602 -1.9002 -0.07 0.02 0.01
F 5.2689 2.7733 -1.9301 0.12 0.13 0.29
F 5.5196 3.5841 0.0791 0.07 -0.04 -0.05
H 2.4941 1.1323 -0.3450 -0.19 -0.03 -0.07
H 3.8762 0.9468 -1.3820 0.02 0.08 -0.18
H 3.1751 0.8227 -3.8791 0.02 0.04 0.00
H 3.9169 5.4502 -0.5424 0.02 -0.01 -0.02
```
Positions in Å, forces in eV/Å.

(3)
Entry from the OMol25 dataset: C18H27FNOSScSi2 as an isolated structure (wB97M-V/def2-TZVPD).

- energy above the lowest of the compared OMol25 structures with the same formula, charge and spin (kJ/mol) = 0.0
- spin multiplicity = 1
- LUMO level (eV) = -0.1
- E_tot (eV) = -72652.048
- HOMO (eV) = -8.063
- Kohn-Sham gap (Ha) = 0.2944

```
52
Properties=species:S:1:pos:R:3:forces:R:3
Sc -0.3549 0.2905 0.0923 0.14 -0.11 0.04
O -0.2035 -0.0740 -1.9587 -0.04 0.04 0.08
N 0.6751 -0.8185 -2.6259 -0.02 0.01 0.01
C 0.5390 -0.8809 -3.9689 0.00 0.00 0.02
C 1.4018 -1.6232 -4.7205 0.00 0.00 0.00
C 2.4295 -2.3166 -4.0682 0.00 -0.01 -0.01
C 2.5467 -2.2372 -2.7063 -0.02 0.01 0.02
C 1.6491 -1.4676 -1.9408 0.03 -0.01 -0.04
S 1.7041 -1.2987 -0.2463 -0.02 0.02 0.01
H -0.2879 -0.3053 -4.3545 0.00 0.00 -0.01
H 1.2765 -1.6603 -5.7919 0.00 0.00 0.00
H 3.1298 -2.9136 -4.6365 0.00 0.00 -0.01
H 3.3276 -2.7591 -2.1734 0.00 0.00 0.00
F 0.5494 0.2678 6.3925 0.00 0.01 -0.01
C 0.4328 0.2159 5.0458 -0.01 -0.01 0.03
C 1.3007 -0.5865 4.3326 0.01 -0.01 -0.02
C 1.1735 -0.6367 2.9503 -0.01 0.01 0.02
C 0.2014 0.0950 2.2540 -0.07 0.03 -0.15
C -0.6436 0.8852 3.0452 0.02 0.00 0.06
C -0.5488 0.9621 4.4318 0.00 0.00 -0.02
H 2.0557 -1.1557 4.8593 0.00 0.00 0.00
H 1.8663 -1.2748 2.4123 0.00 0.00 0.00
H -1.4231 1.4795 2.5749 0.00 0.00 -0.01
H -1.2110 1.5791 5.0257 0.00 0.00 0.00
C -4.2577 1.0714 1.9641 0.00 -0.02 -0.02
Si -3.4767 0.5480 0.3415 -0.01 -0.01 0.02
C -2.6773 -1.1755 0.5770 0.03 -0.01 -0.01
C -4.8379 0.3068 -0.9269 0.01 0.01 0.01
C -2.1203 1.5939 -0.2906 -0.07 0.07 -0.05
Si -1.4142 3.2509 0.0087 0.00 0.00 0.02
C -1.9766 4.1382 1.5626 0.02 0.01 -0.03
C 0.4735 2.9516 0.1198 0.01 -0.03 -0.01
C -1.6576 4.4005 -1.4536 -0.01 -0.01 0.01
H -5.0629 0.3819 2.2301 0.00 0.00 0.00
H -4.6928 2.0689 1.8699 0.00 0.00 0.00
H -3.5526 1.0888 2.7954 0.01 0.00 0.00
H -3.4059 -1.9422 0.8482 -0.02 0.02 0.01
H -1.9233 -1.2162 1.3782 0.00 0.00 0.00
H -2.2261 -1.5317 -0.3631 0.00 0.00 0.01
H -5.5762 -0.4267 -0.5945 0.00 0.00 0.01
H -4.4248 -0.0370 -1.8782 0.00 0.00 0.00
H -5.3578 1.2491 -1.1137 0.00 0.00 0.00
H -2.1487 1.4791 -1.3865 0.01 -0.01 0.00
H -1.7586 3.5896 2.4792 0.00 -0.01 0.00
H -3.0541 4.3141 1.5246 0.00 0.00 0.00
H -1.4841 5.1111 1.6366 0.00 0.00 0.00
H 0.7869 2.3656 0.9973 0.00 0.00 0.00
H 1.0434 3.8802 0.1913 -0.02 0.01 0.00
H 0.8472 2.4609 -0.7939 0.00 0.00 0.01
H -2.7164 4.6349 -1.5845 0.00 0.00 0.00
H -1.3057 3.9332 -2.3764 0.00 0.00 0.00
H -1.1167 5.3408 -1.3238 0.00 0.00 0.00
```
Positions in Å, forces in eV/Å.

(4)
Entry from the OMol25 dataset: C18H27MoN4OP as an isolated structure in a non-equilibrium geometry (wB97M-V/def2-TZVPD).

- energy above the lowest of the compared OMol25 structures with the same formula, charge and spin (kJ/mol) = 0.0
- spin multiplicity = 4
- LUMO level (spin up / spin down) (eV) = -12.8 / -11.8
- E_tot (eV) = -38227.636
- net charge = +3
- HOMO (spin up / spin down) (eV) = -17.413 / -17.520
- Kohn-Sham gap (spin up / spin down) (Ha) = 0.1710 / 0.2096

```
52
Properties=species:S:1:pos:R:3:forces:R:3
C -1.1503 -0.5440 -2.7382 -0.16 -0.33 -0.08
C -2.1537 0.2682 -1.9849 -0.13 -0.13 0.28
N -1.7704 0.6020 -0.7376 0.37 0.35 -0.16
C -2.5013 1.5598 -0.0462 -0.14 -0.47 -0.07
C -3.7773 1.9339 -0.5411 0.42 0.30 0.67
C -4.1997 1.5095 -1.7860 -0.15 -0.12 -0.25
C -3.3669 0.6757 -2.5352 0.23 0.03 0.05
C -1.8985 2.0900 1.0976 -1.44 0.06 -0.10
P -0.3458 1.4679 1.6725 -1.10 2.22 2.33
H -3.6180 0.3097 -3.5278 -0.12 0.26 0.15
H -4.3843 2.5563 0.1136 0.01 0.05 -0.39
H -5.1585 1.8414 -2.1842 0.19 -0.17 0.13
C -1.1482 -2.5201 -1.3248 -0.13 -0.29 0.42
C 0.8831 -1.7720 -2.4119 0.53 0.08 -0.22
H -2.4621 2.8344 1.6646 0.30 -0.10 -0.04
H -0.4579 0.1129 -3.2904 -0.29 -0.14 0.17
H -1.6413 -1.2218 -3.4554 0.22 0.23 0.12
C -0.6714 0.8831 3.3804 0.04 -0.33 -0.09
C 0.5507 3.0518 1.9157 0.42 -0.13 -0.43
H 0.2495 0.4933 3.8289 -0.23 0.07 -0.02
H -1.0469 1.7128 3.9915 0.05 -0.11 -0.19
H -1.4097 0.0732 3.3474 0.14 0.19 0.07
H 1.5951 2.9222 2.2259 -0.29 0.16 -0.08
H 0.5223 3.6088 0.9689 0.08 0.06 0.34
H 0.0121 3.6176 2.6871 0.08 -0.13 -0.20
H 0.6368 -2.3802 -3.3001 0.25 0.22 0.29
H 1.4427 -0.8717 -2.6980 -0.01 -0.32 -0.11
H 1.4826 -2.3588 -1.7123 -0.27 0.10 -0.41
H -1.3462 -3.1648 -2.1976 0.06 0.13 0.37
H -0.5595 -3.0553 -0.5691 -0.24 -0.16 -0.27
H -2.0915 -2.1970 -0.8669 0.16 -0.15 -0.19
Mo 0.0476 -0.2299 0.1046 2.50 -2.21 -1.45
H -0.4913 -1.3746 1.1762 -0.14 0.28 0.07
O 1.0143 2.0845 -1.6362 -0.88 -0.33 2.18
H 1.0661 2.3220 -0.6651 0.44 0.06 -1.61
H 0.1790 2.5211 -1.8861 0.40 0.01 -0.29
N -0.3625 -1.3431 -1.7593 -0.24 0.83 -0.39
N 3.5413 -0.3230 2.7303 -1.12 0.41 -0.07
C 2.4156 0.1336 2.1525 1.54 -0.07 1.01
N 2.0296 -0.6500 1.1470 -1.78 -0.35 -1.15
C 2.9704 -1.7221 1.1008 0.38 0.01 0.00
C 3.1928 -2.7700 0.2041 0.09 -0.05 -0.06
C 4.4011 -3.4820 0.2787 -0.66 0.14 -0.06
C 5.3437 -3.2333 1.2870 -0.29 0.63 0.56
C 5.0927 -2.2301 2.2348 0.16 -0.43 -0.11
C 3.9199 -1.5026 2.0977 0.25 0.33 -0.31
H 4.0145 0.1074 3.5182 -0.08 -0.01 -0.11
H 1.9195 1.0309 2.5217 0.46 -0.52 -0.28
H 2.4220 -3.0017 -0.5217 0.53 -0.28 0.09
H 4.6203 -4.2534 -0.4596 -0.21 0.15 0.23
H 6.2635 -3.8172 1.3315 -0.28 0.20 0.00
H 5.7607 -1.9877 3.0588 0.11 -0.20 -0.30
```
Positions in Å, forces in eV/Å.